A structure of composition C5H9O7Rb. Source: the Open Molecules 2025 dataset; level of theory: ωB97M-V/def2-TZVPD.

## Properties
LUMO = 4.49 eV
gap between HOMO and LUMO = 5.40 eV

Geometry as ORCA input:
```
! wB97M-V def2-TZVPD RIJCOSX def2/J DEFGRID3
* xyz -2 1
Rb 0.05545 1.37111 1.51397
C -2.25162 -1.30273 -1.11434
C -1.57110 -0.10532 -1.70898
C -2.07356 0.13813 -3.21622
O -1.63177 0.94324 -0.81033
H -3.34401 -1.32154 -1.07159
H -1.87113 -1.48196 -0.10949
H -2.13715 -2.15644 -1.79152
H -0.49805 -0.32914 -1.71246
H -2.07563 1.18355 -3.52428
H -3.09600 -0.23015 -3.33137
H -1.48340 -0.45283 -3.91966
O -0.01940 -1.42866 3.09008
C 0.50461 -0.81615 4.19681
O 0.95985 -1.46666 5.15740
O 0.41499 0.40587 4.26504
H 0.00618 -2.33926 3.40362
O 5.04253 1.59520 0.49879
C 3.71293 1.75756 0.19253
O 3.48267 2.64889 -0.58443
O 2.81935 0.93188 0.53694
H 5.05426 2.45543 0.03949
*
```

Here is what Löwdin gives for the atomic charges, in e:
1 Rb 0.95
2 C -0.13
3 C -0.67
4 C -0.08
5 O -0.46
6 H 0.06
7 H 0.06
8 H 0.05
9 H 0.10
10 H 0.05
11 H 0.04
12 H 0.04
13 O 0.01
14 C -0.91
15 O -0.07
16 O -0.13
17 H 0.09
18 O 0.03
19 C -0.91
20 O -0.02
21 O -0.15
22 H 0.06